Record 1
Here is a cluster of 9 separate species, C18H12BCl32N3O2 in total from OMol25. Energies are from ωB97M-V with the def2-TZVPD basis set.

Output
Lowest unoccupied orbital energy = -0.6 eV
HOMO = -8.9 eV
Frontier orbital gap = 8.4 eV
SMILES = COB(O)c1cc(CN)cc2nccnc12.ClC(Cl)(Cl)Cl.ClC(Cl)(Cl)Cl.ClC(Cl)(Cl)Cl.ClC(Cl)(Cl)Cl.ClC(Cl)(Cl)Cl.ClC(Cl)(Cl)Cl.ClC(Cl)(Cl)Cl.ClC(Cl)(Cl)Cl
Total charge = 0

Last column: Mulliken charge in e.
Positions of all 68 atoms, in Å:
1 C -1.11613 -3.21404 1.16826  -0.318
2 O -0.99744 -3.26504 -0.26265  -0.411
3 B -1.85262 -2.38722 -0.93074  0.679
4 O -2.48679 -2.75125 -2.12441  -0.542
5 C -2.12084 -0.94746 -0.25992  0.450
6 C -3.44266 -0.57862 0.00885  -1.089
7 C -3.70001 0.70548 0.65619  0.212
8 C -5.17404 1.06754 0.93451  0.210
9 N -5.39684 2.51074 0.81526  -0.631
10 C -2.61960 1.52057 0.99420  -0.762
11 C -1.24454 1.15907 0.71352  0.302
12 N -0.26281 2.04224 1.07253  -0.583
13 C 0.94564 1.57004 0.79746  -0.438
14 C 1.20311 0.28396 0.18396  -0.006
15 N 0.26495 -0.56140 -0.20765  -0.236
16 C -0.98620 -0.09463 0.07834  0.029
17 H -2.14874 -3.07211 1.52586  0.299
18 H -0.46476 -2.41644 1.56998  0.188
19 H -0.75244 -4.17966 1.56396  -0.011
20 H -3.10342 -3.45496 -1.87820  0.303
21 H -4.23959 -1.28107 -0.26145  0.276
22 H -5.53018 0.63914 1.89237  0.080
23 H -5.76334 0.56656 0.13882  0.302
24 H -5.55131 2.93721 1.71805  0.240
25 H -4.67161 2.97467 0.28846  0.291
26 H -2.84031 2.46373 1.50482  0.447
27 H 1.79306 2.18429 1.08837  0.270
28 H 2.27657 -0.02340 0.02012  0.617
29 Cl 5.12124 -2.15152 -2.27412  -0.101
30 C 4.18860 -2.74153 -0.88899  0.304
31 Cl 5.14137 -2.54447 0.59120  -0.127
32 Cl 2.68310 -1.82231 -0.74678  -0.012
33 Cl 3.79880 -4.45204 -1.11917  -0.090
34 Cl 1.90029 -6.32758 1.27418  -0.046
35 C 0.59065 -7.48622 1.53742  0.306
36 Cl -0.21934 -7.12251 3.07007  -0.104
37 Cl -0.57494 -7.36535 0.21223  -0.083
38 Cl 1.25356 -9.12617 1.59523  -0.109
39 Cl 3.61298 3.61727 2.47633  -0.070
40 C 2.63569 3.80705 3.94208  0.309
41 Cl 1.41907 5.06225 3.67705  -0.094
42 Cl 1.83290 2.27525 4.31668  -0.088
43 Cl 3.68242 4.27155 5.29098  -0.107
44 Cl 2.51666 2.96223 -0.80957  -0.022
45 C 3.86481 3.59123 -1.77883  0.275
46 Cl 3.27099 4.84574 -2.87862  -0.099
47 Cl 5.09128 4.28321 -0.70160  -0.123
48 Cl 4.58091 2.26991 -2.71274  -0.065
49 Cl 3.01544 3.22892 -5.78134  -0.054
50 C 4.48136 2.90970 -6.71547  0.343
51 Cl 4.20967 3.34526 -8.41114  -0.119
52 Cl 5.81533 3.87380 -6.06648  -0.062
53 Cl 4.88768 1.19014 -6.60622  -0.087
54 Cl -4.65517 -1.91205 6.10309  -0.067
55 C -5.19004 -0.36753 5.42161  0.186
56 Cl -4.75170 0.94731 6.52095  -0.109
57 Cl -4.40509 -0.11713 3.85531  0.029
58 Cl -6.94699 -0.38747 5.20068  -0.088
59 Cl 6.93294 5.53655 -8.32874  -0.016
60 C 8.25040 6.71477 -8.25816  0.305
61 Cl 7.90120 7.91210 -7.00201  -0.103
62 Cl 9.76447 5.88224 -7.87417  -0.100
63 Cl 8.40610 7.52987 -9.82255  -0.104
64 Cl -6.40349 -5.94258 2.57855  -0.101
65 C -6.82530 -5.30542 4.17602  0.297
66 Cl -5.88791 -6.15398 5.41495  -0.106
67 Cl -6.45456 -3.57699 4.24142  0.039
68 Cl -8.55250 -5.55146 4.47185  -0.107

Record 2
Here is a structure of composition C25H33N6NaO10 from OMol25. Energies are from ωB97M-V with the def2-TZVPD basis set.

Output
Lowest unoccupied orbital energy = -0.8 eV
HOMO = -8.8 eV
Frontier orbital gap = 8.0 eV
Relative energy (zero: lowest compared OMol25 entry of this formula, charge and spin) = 0.0 kcal/mol
Total charge = 0

Last column: Mulliken charge in e.
Positions of all 75 atoms, in Å:
1 Na -0.07212 -0.64766 -0.43556  0.930
2 C 4.21025 1.92813 2.15007  -1.022
3 N 3.81985 0.91231 1.19114  0.170
4 C 4.80301 -0.12665 0.91415  -1.190
5 C 2.60600 0.83044 0.62368  0.850
6 O 2.27870 -0.09696 -0.10984  -0.702
7 C 1.61552 1.95416 0.91331  -0.755
8 O 0.47238 1.67917 0.14859  -0.055
9 C -0.61473 2.52019 0.42701  -0.405
10 C -1.81100 1.92336 -0.31318  0.943
11 O -1.62364 1.04036 -1.13849  -0.762
12 N -3.03805 2.37550 0.01187  0.215
13 C -4.20362 1.75661 -0.59667  -1.079
14 C -3.29613 3.51499 0.86822  -0.887
15 H 4.66198 1.44791 3.01905  0.368
16 H 3.35660 2.50039 2.50019  0.373
17 H 4.94149 2.61486 1.71675  0.295
18 H 4.75818 -0.92935 1.65163  0.425
19 H 5.79653 0.32190 0.92594  0.379
20 H 4.61160 -0.55064 -0.06738  0.301
21 H 2.04919 2.92492 0.64190  0.409
22 H 1.37245 1.97492 1.98160  0.207
23 H -0.42414 3.54602 0.08340  0.483
24 H -0.80448 2.55184 1.50431  -0.235
25 H -3.92236 0.79014 -1.00241  0.284
26 H -4.60935 2.37944 -1.39775  0.338
27 H -4.97033 1.62039 0.16750  0.363
28 H -2.39468 3.85154 1.37098  0.304
29 H -4.02788 3.24210 1.63150  0.199
30 H -3.70016 4.35000 0.28995  0.330
31 C 6.87666 -4.96732 0.53966  -0.995
32 C 5.97830 -5.54839 1.62292  -0.655
33 N 4.56252 -5.48920 1.26768  0.283
34 C 4.05017 -6.57750 0.44208  -0.648
35 C 3.79878 -7.86153 1.22036  -1.014
36 C 3.92826 -4.30315 1.46727  0.235
37 O 4.51038 -3.32848 1.92638  -0.638
38 C 2.46572 -4.21265 1.14620  0.333
39 C 1.51347 -5.05609 1.70258  0.170
40 C 0.17744 -4.82904 1.42485  -1.045
41 C -0.16361 -3.76658 0.60064  -0.375
42 N 0.74416 -2.94934 0.06144  -0.370
43 C 2.02686 -3.16828 0.34326  -0.515
44 H 7.92401 -5.04621 0.83372  0.376
45 H 6.64105 -3.91502 0.38637  0.226
46 H 6.75596 -5.49446 -0.40828  0.280
47 H 6.11072 -4.99362 2.54958  0.391
48 H 6.22949 -6.59164 1.81748  0.311
49 H 4.77767 -6.76613 -0.35318  0.346
50 H 3.13614 -6.24864 -0.04599  0.398
51 H 4.70452 -8.21813 1.71108  0.313
52 H 3.45474 -8.64576 0.54521  0.397
53 H 3.03713 -7.71329 1.98546  0.190
54 H 1.81639 -5.86055 2.36081  0.540
55 H -0.59757 -5.44829 1.85446  0.437
56 H -1.20057 -3.53100 0.39702  0.511
57 H 2.73920 -2.46675 -0.07330  0.511
58 O -3.66749 -1.98982 1.49880  -0.743
59 C -2.73544 -1.19382 1.61911  -0.051
60 O -1.62277 -1.18365 1.03115  -0.528
61 C -2.94889 -0.04959 2.62155  0.052
62 C -1.87373 0.68123 3.10374  -0.014
63 C -2.09963 1.70133 4.01293  -0.058
64 C -3.36266 2.04388 4.45469  -0.501
65 C -4.41192 1.30923 3.93685  -0.281
66 C -4.23357 0.26464 3.04686  -0.457
67 N -5.78276 1.67134 4.35692  1.066
68 O -6.70223 1.07802 3.83624  -0.614
69 O -5.90010 2.54919 5.18818  -0.629
70 N -0.95368 2.47810 4.51964  1.028
71 O 0.13043 2.29170 3.99198  -0.641
72 O -1.15050 3.26398 5.41908  -0.636
73 H -0.87854 0.43008 2.76585  0.692
74 H -3.52311 2.84290 5.16077  0.628
75 H -5.06960 -0.31511 2.68216  0.621

Record 3
Here is a cluster of 2 separate species, C36H48IN3O5S2 in total from OMol25. Energies are from ωB97M-V with the def2-TZVPD basis set.

Output
Lowest unoccupied orbital energy = 1.5 eV
HOMO = 0.1 eV
Frontier orbital gap = 1.5 eV
Total charge = -2

Last column: Mulliken charge in e.
Positions of all 95 atoms, in Å:
1 C 3.77636 -5.33604 3.67794  -0.552
2 O 3.93936 -4.05052 4.27561  -0.380
3 C 3.23649 -3.02523 3.55159  0.112
4 C 4.21774 -2.16108 2.66042  -0.562
5 C 3.32684 -1.27977 1.69511  -0.163
6 C 3.07319 0.20814 2.23658  -0.131
7 C 2.67470 1.06501 0.93850  -0.007
8 C 1.59992 2.18172 1.22969  -0.464
9 C 0.56539 2.40062 0.02718  0.193
10 C 1.25010 2.50440 -1.39916  -0.771
11 C 0.69129 1.47939 -2.46977  -0.582
12 C 0.85560 -0.03411 -2.07137  0.025
13 C -0.05846 -1.00794 -2.92122  -1.220
14 C -1.54978 -0.83045 -2.36258  0.444
15 C -2.11497 -2.09645 -1.64863  0.390
16 C -3.53706 -2.47149 -1.74260  0.229
17 C -4.56992 -1.57890 -2.53855  -1.341
18 C -5.38378 -0.73324 -1.45056  -0.786
19 C -4.46362 0.30217 -0.68891  2.787
20 C -4.66117 1.79876 -1.23593  -1.340
21 C -4.66236 0.23068 0.89986  -1.080
22 C -3.19647 0.21340 1.53508  0.643
23 C -3.15191 0.73329 3.01869  -1.121
24 C -1.90924 1.21925 3.53996  0.761
25 C -0.77333 0.25009 4.07866  -0.946
26 C -1.55324 2.75364 3.58712  -1.023
27 C -4.12002 -3.72154 -1.09201  -0.665
28 I -6.20691 -4.28315 -1.28357  0.077
29 C -3.27808 -4.63853 -0.30736  0.370
30 N -3.91156 -5.82580 0.23598  -0.471
31 C -3.54537 -6.07228 1.39897  0.421
32 S -2.98180 -6.70548 2.75865  -0.286
33 C -1.84258 -4.26726 -0.17016  0.820
34 N -0.90379 -4.97005 0.52144  -0.666
35 S 0.56354 -4.17064 0.44754  0.069
36 N 0.08604 -2.88882 -0.53053  -0.391
37 C -1.24198 -3.00096 -0.82259  0.596
38 H 4.13616 -6.09012 4.43355  0.245
39 H 2.69927 -5.59063 3.44984  0.232
40 H 4.43784 -5.46726 2.76668  0.244
41 H 2.52609 -3.53400 2.82762  -0.135
42 H 2.58689 -2.39199 4.21777  0.209
43 H 4.96264 -1.56714 3.24748  0.279
44 H 4.76148 -2.90446 2.00036  0.212
45 H 2.32821 -1.75650 1.45868  -0.158
46 H 3.83518 -1.15242 0.69148  0.405
47 H 3.98589 0.61635 2.74536  0.415
48 H 2.15594 0.19042 2.88758  -0.194
49 H 2.17280 0.31637 0.25058  -0.378
50 H 3.58706 1.41714 0.39233  0.438
51 H 0.98422 1.87821 2.12277  -0.076
52 H 2.09725 3.18330 1.40123  0.273
53 H -0.25840 1.63672 0.09638  -0.418
54 H 0.09158 3.40927 0.22899  0.521
55 H 2.36602 2.38111 -1.39308  0.135
56 H 1.02834 3.53003 -1.81816  0.379
57 H 1.30872 1.63077 -3.42422  0.335
58 H -0.37743 1.70757 -2.77877  0.133
59 H 1.92534 -0.39186 -2.05235  0.622
60 H 0.49342 -0.13322 -0.99805  -0.191
61 H 0.22625 -2.08724 -2.84478  0.375
62 H -0.03567 -0.69197 -3.99666  0.440
63 H -2.17133 -0.47353 -3.22491  -0.031
64 H -1.53152 0.00633 -1.59834  -0.297
65 H -4.06679 -0.89563 -3.27584  0.298
66 H -5.25232 -2.24502 -3.14300  0.479
67 H -5.77748 -1.45779 -0.67780  0.181
68 H -6.24670 -0.26296 -1.99626  0.412
69 H -3.38260 0.06403 -0.85788  -1.929
70 H -5.41604 2.35882 -0.62330  0.340
71 H -3.65012 2.28843 -1.20017  0.231
72 H -4.94693 1.71764 -2.32377  0.390
73 H -5.17244 -0.71503 1.22238  0.302
74 H -5.16089 1.16501 1.26989  0.331
75 H -2.55290 0.90695 0.92896  -0.169
76 H -2.73110 -0.81436 1.49756  0.202
77 H -4.02913 0.73023 3.71782  0.294
78 H -0.03324 0.84165 4.69189  0.326
79 H -0.18700 -0.21863 3.23406  0.050
80 H -1.17994 -0.55623 4.73964  0.440
81 H -1.03249 3.06644 2.63196  0.071
82 H -2.45290 3.39702 3.78826  0.401
83 H -0.79966 2.94031 4.41279  0.308
84 C 5.11000 3.57890 -3.68704  -0.874
85 C 3.88239 3.44457 -4.29234  0.664
86 C 3.16044 4.77993 -4.54027  0.607
87 O 2.08001 4.87012 -5.13774  -0.780
88 C 3.77847 6.00039 -4.03862  -0.786
89 C 5.00287 6.13575 -3.41950  0.435
90 C 5.77217 4.81130 -3.26767  0.586
91 O 6.91516 4.73492 -2.80648  -0.759
92 O 5.53529 7.18954 -2.98721  -0.824
93 O 3.31264 2.37878 -4.65404  -0.877
94 H 5.69587 2.68684 -3.48252  0.325
95 H 3.16952 6.88598 -4.19538  0.327